1.
{"formula": "C22H24AsNNaO3PS3", "method": "ωB97M-V with the def2-TZVPD basis set", "mol_weight_g_mol": 575.52, "homo_lumo_gap_ev": [6.318, 6.313], "homo_ev": [-4.04, -4.04], "s2": 0.756, "charge": -1, "spin_multiplicity": 2, "largest_force_ev_per_a": 1.59, "species": ["Na", "C", "C", "O", "P", "S", "S", "O", "C", "C", "H", "H", "H", "H", "H", "H", "H", "H", "H", "H", "S", "C", "C", "C", "C", "C", "C", "As", "C", "C", "C", "C", "C", "C", "C", "C", "C", "C", "C", "C", "H", "H", "H", "H", "H", "H", "H", "H", "H", "H", "H", "H", "H", "H", "O", "N"], "xyz": [[0.7042, -1.4220, -1.1734], [-4.5535, -5.3645, -2.3409], [-3.2618, -4.5913, -2.3497], [-2.8259, -4.4389, -0.9783], [-1.9716, -3.2152, -0.4641], [-2.3927, -1.5041, -1.2503], [0.1867, -4.1874, -2.1479], [-2.1728, -3.3243, 1.1017], [-3.4611, -2.9864, 1.6576], [-3.2433, -2.0192, 2.7912], [-4.9019, -5.5070, -3.3662], [-5.3294, -4.8297, -1.7903], [-4.4283, -6.3491, -1.8878], [-3.3816, -3.6011, -2.7887], [-2.4683, -5.1099, -2.8816], [-3.9168, -3.9171, 1.9946], [-4.0946, -2.5485, 0.8845], [-2.5094, -2.4225, 3.4908], [-4.1790, -1.8516, 3.3305], [-2.8753, -1.0631, 2.4172], [2.3765, -0.2989, -2.8689], [3.1928, 1.1726, -2.3655], [4.5163, 1.4308, -2.7766], [5.1964, 2.5749, -2.4051], [4.5884, 3.5346, -1.5997], [3.2869, 3.3149, -1.1745], [2.6013, 2.1582, -1.5435], [0.7644, 1.8143, -1.0229], [1.0986, 0.6288, 0.5330], [0.0142, 0.3127, 1.3519], [0.1927, -0.4836, 2.4763], [1.4509, -0.9841, 2.7827], [2.5294, -0.6883, 1.9610], [2.3582, 0.1207, 0.8409], [0.4294, 3.4279, 0.0733], [-0.3760, 4.4123, -0.4897], [-0.6662, 5.5859, 0.2012], [-0.1576, 5.7804, 1.4768], [0.6428, 4.8000, 2.0548], [0.9344, 3.6346, 1.3574], [4.9979, 0.6911, -3.4054], [6.2155, 2.7218, -2.7465], [5.1162, 4.4343, -1.3078], [2.8058, 4.0557, -0.5492], [-0.9785, 0.6719, 1.1030], [-0.6574, -0.7354, 3.0982], [1.5850, -1.6269, 3.6436], [3.5081, -1.0999, 2.1755], [3.1952, 0.3424, 0.1908], [-0.7874, 4.2644, -1.4820], [-1.2943, 6.3407, -0.2566], [-0.3856, 6.6879, 2.0225], [1.0432, 4.9414, 3.0516], [1.5596, 2.8778, 1.8159], [0.4805, -2.9146, 0.1377], [-0.3016, -3.6482, -0.6029]], "forces_ev_per_angstrom": [[0.2, 1.0, -1.1], [-0.2, -0.1, 0.0], [0.1, 0.0, 0.1], [-0.1, -0.2, -0.2], [0.7, -0.2, 0.0], [-0.1, 0.2, 0.0], [-0.2, -0.1, 0.3], [-0.2, -0.1, 0.0], [0.2, 0.0, -0.1], [-0.1, 0.1, 0.2], [0.0, 0.0, 0.0], [0.0, 0.0, 0.0], [0.1, 0.0, 0.0], [0.0, 0.0, 0.0], [0.0, 0.0, 0.0], [0.0, 0.0, 0.0], [0.0, 0.0, 0.0], [0.0, 0.0, 0.0], [0.0, 0.0, 0.0], [0.0, 0.0, 0.0], [0.3, 0.5, 0.1], [0.1, 0.1, 0.0], [0.0, -0.1, -0.1], [0.0, 0.0, 0.0], [0.0, -0.1, 0.0], [0.1, -0.1, -0.1], [-0.1, -0.1, 0.0], [-0.1, 0.0, 0.3], [0.0, 0.3, -0.1], [0.1, -0.2, 0.1], [0.0, 0.0, 0.0], [0.0, 0.0, -0.1], [0.0, 0.0, -0.1], [-0.1, -0.1, 0.1], [0.0, 0.0, 0.0], [0.0, 0.1, 0.1], [0.0, -0.1, 0.0], [0.0, -0.1, 0.0], [0.0, 0.0, -0.1], [-0.1, 0.1, 0.0], [0.0, 0.0, 0.0], [0.0, 0.0, 0.0], [0.0, 0.0, 0.0], [0.0, 0.0, 0.0], [0.0, 0.0, 0.0], [0.0, 0.0, 0.0], [0.0, 0.0, 0.0], [0.0, 0.0, 0.0], [0.0, 0.0, 0.0], [0.0, 0.0, 0.0], [0.0, 0.0, 0.0], [0.0, 0.0, 0.0], [0.0, 0.0, 0.0], [0.0, 0.0, 0.0], [-0.2, -1.1, 1.1], [-0.5, 0.0, -0.3]]}

***

2.
{"formula": "C22H24BaN4O2", "method": "ωB97M-V with the def2-TZVPD basis set", "mol_weight_g_mol": 513.79, "homo_lumo_gap_ev": 6.199, "homo_ev": -6.55, "largest_force_ev_per_a": 1.78, "species": ["Ba", "C", "N", "C", "C", "C", "C", "C", "C", "C", "N", "C", "C", "C", "C", "C", "C", "N", "C", "C", "H", "H", "H", "H", "H", "H", "H", "H", "H", "H", "H", "H", "H", "H", "H", "H", "H", "H", "H", "H", "O", "C", "O", "C", "C", "C", "C", "C", "N", "H", "H", "H", "H"], "xyz": [[-1.3771, 0.8339, 0.0030], [-1.5974, 1.7245, -3.2844], [-1.0654, 0.4738, -2.7595], [-1.8098, -0.6632, -3.2983], [0.3540, 0.2833, -2.9461], [0.9359, 0.6740, -4.1407], [2.2729, 0.4496, -4.4165], [3.0150, -0.2258, -3.4671], [2.4489, -0.6312, -2.2726], [1.1019, -0.3865, -1.9300], [0.4308, -0.7409, -0.7868], [0.9089, -1.4835, 0.2638], [2.2475, -1.6759, 0.6659], [2.6115, -2.4536, 1.7502], [1.6561, -3.0867, 2.5212], [0.3266, -2.8765, 2.1974], [-0.0571, -2.0844, 1.1277], [-1.4581, -1.8717, 0.8622], [-1.9506, -2.7680, -0.1775], [-2.3297, -1.9126, 2.0232], [-1.6355, 1.7769, -4.3800], [-1.0122, 2.5604, -2.9021], [-2.6316, 1.8372, -2.9404], [-1.7617, -0.6979, -4.3953], [-2.8617, -0.5964, -3.0033], [-1.3861, -1.5880, -2.9125], [0.3276, 1.1637, -4.8905], [2.7120, 0.7720, -5.3500], [4.0591, -0.4478, -3.6496], [3.0886, -1.1938, -1.6175], [3.0430, -1.1497, 0.1670], [3.6613, -2.5505, 1.9967], [1.9301, -3.7082, 3.3619], [-0.4321, -3.3473, 2.8097], [-1.9855, -3.8125, 0.1612], [-1.2886, -2.7072, -1.0379], [-2.9595, -2.4691, -0.4765], [-2.5075, -2.9242, 2.4121], [-3.3086, -1.5060, 1.7517], [-1.9048, -1.3086, 2.8254], [0.0943, 4.9923, 0.6043], [-0.3177, 3.8582, 0.8129], [-0.8536, 3.0544, 0.0050], [-0.1514, 3.3038, 2.2401], [0.2409, 4.1401, 3.2797], [0.4102, 3.6121, 4.5474], [0.1988, 2.2502, 4.7250], [-0.1827, 1.4881, 3.6353], [-0.3681, 1.9980, 2.4203], [0.4113, 5.1835, 3.0573], [0.7080, 4.2361, 5.3792], [0.3337, 1.7837, 5.6905], [-0.3346, 0.4179, 3.7379]], "forces_ev_per_angstrom": [[-0.9, -1.3, 0.0], [-0.1, 0.1, 0.1], [-0.2, -0.1, 0.0], [0.0, -0.1, 0.0], [0.3, 0.0, -0.1], [-0.1, 0.1, 0.0], [0.1, 0.0, 0.0], [0.0, 0.0, -0.1], [0.1, -0.3, 0.2], [0.2, 0.1, -0.4], [0.0, -0.4, -0.2], [0.1, -0.1, 0.2], [0.2, 0.2, -0.1], [0.0, -0.1, 0.0], [0.1, 0.0, 0.0], [-0.1, 0.0, 0.1], [0.1, -0.1, 0.1], [-0.1, -0.2, 0.0], [0.0, 0.0, -0.2], [0.0, 0.0, 0.1], [0.1, -0.1, 0.0], [0.0, 0.0, 0.0], [0.0, 0.0, 0.0], [0.0, 0.0, 0.0], [0.0, 0.0, 0.0], [0.0, 0.0, 0.0], [0.0, 0.0, 0.0], [0.0, 0.0, 0.0], [0.0, 0.0, 0.0], [-0.1, 0.0, 0.1], [-0.1, 0.0, -0.1], [0.0, 0.0, 0.0], [0.0, 0.0, 0.0], [0.0, 0.0, 0.0], [0.0, 0.0, 0.1], [0.0, 0.0, 0.0], [0.0, 0.0, 0.0], [0.0, 0.0, 0.0], [0.0, 0.0, 0.0], [0.0, 0.0, 0.0], [-0.2, -0.3, 0.0], [0.8, 1.3, 0.9], [-0.1, 0.8, -0.8], [0.1, 0.1, 0.0], [0.0, 0.1, -0.1], [-0.1, -0.2, -0.2], [0.0, 0.0, 0.1], [0.1, -0.1, 0.2], [-0.1, 0.0, -0.1], [0.0, 0.0, 0.0], [0.0, 0.0, 0.0], [0.0, 0.0, 0.0], [0.0, 0.0, 0.0]]}

***

3.
{"formula": "C22H24BrN7O2RuS2", "method": "ωB97M-V with the def2-TZVPD basis set", "mol_weight_g_mol": 663.59, "homo_lumo_gap_ev": [7.164, 7.015], "homo_ev": [-10.35, -10.72], "s2": 0.768, "charge": 1, "spin_multiplicity": 2, "largest_force_ev_per_a": 2.28, "species": ["Ru", "C", "C", "N", "C", "S", "N", "N", "C", "C", "C", "C", "C", "C", "C", "N", "H", "H", "H", "H", "H", "H", "H", "H", "H", "H", "H", "H", "H", "Br", "C", "C", "C", "C", "C", "N", "C", "O", "O", "H", "H", "H", "C", "C", "C", "C", "N", "C", "S", "N", "C", "H", "H", "H", "H", "H", "H", "H", "H"], "xyz": [[-0.0471, 1.7141, 0.4400], [-2.6413, -3.0885, 2.6787], [-2.5417, -1.9282, 3.6561], [-1.3631, -1.0693, 3.4931], [-1.1306, -0.2913, 2.4212], [0.1974, 0.8282, 2.5564], [-1.9266, -0.4224, 1.3826], [-1.5947, 0.4409, 0.3626], [-2.4115, 0.4988, -0.6395], [-3.5569, -0.4486, -0.7660], [-2.1496, 1.6041, -1.5945], [-2.9495, 1.8845, -2.6808], [-2.6690, 3.0049, -3.4561], [-1.5928, 3.7995, -3.1207], [-0.8170, 3.4448, -2.0258], [-1.0900, 2.3719, -1.2840], [-3.5603, -3.6411, 2.8747], [-1.8054, -3.7767, 2.7971], [-2.6628, -2.7325, 1.6513], [-2.4780, -2.3241, 4.6683], [-3.4400, -1.3099, 3.5871], [-0.9026, -0.7621, 4.3348], [-3.1802, -1.4651, -0.8907], [-4.2028, -0.2089, -1.6054], [-4.1450, -0.4361, 0.1510], [-3.7881, 1.2485, -2.9184], [-3.2907, 3.2470, -4.3077], [-1.3394, 4.6814, -3.6912], [0.0458, 4.0297, -1.7464], [3.5404, 0.0599, 1.1957], [3.4511, 1.8744, 0.6756], [4.6472, 2.5224, 0.4027], [4.6000, 3.8519, 0.0240], [3.3733, 4.4972, -0.0006], [2.2480, 3.7694, 0.3243], [2.2705, 2.4596, 0.6164], [0.9023, 4.4384, 0.4414], [0.7535, 5.5882, 0.1018], [-0.0111, 3.6629, 0.9514], [5.5794, 1.9856, 0.4922], [5.5113, 4.3764, -0.2311], [3.2572, 5.5418, -0.2512], [1.5832, -4.3552, -2.8691], [1.3983, -3.4883, -1.6682], [1.4130, -3.9159, -0.3734], [1.2336, -2.9564, 0.6425], [0.9886, -1.6848, 0.3841], [1.0127, -1.2587, -0.8730], [0.9029, 0.3770, -1.3616], [1.2032, -2.1635, -1.8788], [1.3570, -3.3305, 2.0841], [1.9159, -5.3466, -2.5759], [2.3194, -3.9240, -3.5488], [0.6405, -4.4515, -3.4110], [1.5865, -4.9556, -0.1388], [1.2327, -1.8002, -2.8236], [2.0800, -4.1344, 2.2143], [0.3936, -3.6748, 2.4610], [1.6494, -2.4580, 2.6661]], "forces_ev_per_angstrom": [[1.7, -1.5, -0.3], [0.1, 0.1, -0.1], [0.0, 0.2, 0.0], [0.0, -0.2, 0.1], [-0.3, 0.0, -0.1], [0.2, 0.1, 0.0], [0.5, 0.1, -0.3], [-0.7, 0.7, 0.6], [0.0, 0.2, -0.5], [0.0, 0.1, 0.0], [-0.1, -0.6, 0.6], [-0.1, 0.2, -0.3], [-0.1, -0.2, 0.1], [0.2, 0.0, 0.1], [-0.1, -0.2, -0.2], [0.3, 0.6, -0.1], [0.0, 0.0, 0.0], [0.0, 0.0, 0.0], [0.0, 0.0, 0.0], [-0.1, 0.1, 0.0], [0.0, 0.0, 0.0], [0.1, -0.1, 0.0], [0.0, 0.0, 0.0], [0.0, 0.0, 0.0], [0.0, 0.0, 0.0], [0.0, 0.0, 0.0], [0.0, 0.0, 0.0], [0.0, 0.0, 0.0], [0.0, 0.1, 0.0], [0.0, 0.1, 0.0], [0.0, -0.3, 0.0], [0.0, 0.1, 0.0], [0.0, 0.0, 0.0], [0.0, 0.0, 0.0], [0.2, 0.0, 0.1], [-0.6, 0.3, -0.2], [-0.3, -0.3, 0.2], [0.0, 0.2, 0.0], [-0.6, 0.5, 0.0], [0.0, 0.0, 0.0], [0.0, 0.0, 0.0], [0.0, 0.0, 0.0], [0.0, 0.1, 0.0], [0.0, 0.0, 0.0], [0.0, 0.0, 0.0], [0.0, -0.2, 0.2], [-0.1, 0.3, -0.1], [0.1, -0.1, 0.0], [-0.3, -0.1, 0.6], [0.1, 0.0, -0.1], [0.0, 0.0, -0.1], [0.0, 0.0, 0.0], [0.0, 0.0, 0.0], [0.0, 0.0, 0.0], [0.0, 0.0, 0.0], [0.0, 0.0, 0.0], [0.0, 0.0, 0.0], [0.0, 0.0, 0.0], [0.0, 0.0, 0.0]]}